# 1
{
  "formula": "C3H9N",
  "method": "ωB97M-V with the def2-TZVPD basis set",
  "molar_mass_g_mol": 59.11,
  "orbital_gap_ev": 9.863,
  "e_above_lowest_ev": 1.2995,
  "species": ["C", "N", "C", "C", "H", "H", "H", "H", "H", "H", "H", "H", "H"],
  "positions_angstrom": [[0.168, -0.751, -1.195], [0.411, 0.345, -0.173], [-0.834, 1.224, -0.038], [0.766, -0.367, 1.182], [-0.595, -1.464, -0.831], [-0.211, -0.406, -2.230], [1.128, -1.310, -1.354], [-0.514, 2.186, 0.486], [-1.639, 0.754, 0.536], [-1.272, 1.467, -0.982], [1.179, 0.376, 1.859], [-0.147, -0.852, 1.692], [1.559, -1.202, 1.047]],
  "atomic_forces_ev_per_a": [[0.078, 0.411, -0.297], [-1.029, -1.511, 0.440], [2.008, 0.032, 1.565], [-0.677, -0.514, -1.315], [0.201, 0.064, -0.060], [0.755, 0.001, 1.769], [-0.864, 0.532, 0.147], [-0.533, -1.251, -0.654], [0.097, -0.169, 0.247], [0.217, 0.141, -0.824], [-0.028, 0.075, -0.003], [1.098, 0.666, -0.872], [-1.323, 1.523, -0.144]]
}



# 2
{
  "formula": "C22H17CaClO10",
  "method": "ωB97M-V with the def2-TZVPD basis set",
  "molar_mass_g_mol": 516.90,
  "orbital_gap_ev": 6.829,
  "e_above_lowest_ev": 0.5274,
  "charge": -2,
  "species": ["Ca", "O", "C", "O", "C", "C", "C", "C", "C", "O", "C", "C", "O", "O", "H", "H", "H", "H", "H", "H", "H", "H", "Cl", "C", "C", "C", "C", "O", "C", "C", "O", "C", "H", "H", "H", "H", "O", "C", "C", "C", "C", "C", "C", "C", "O", "O", "H", "H", "H", "H", "H"],
  "positions_angstrom": [[-0.380, 0.977, -0.460], [-2.235, 4.744, -0.019], [-1.670, 3.678, 0.232], [-1.829, 2.563, -0.356], [-0.712, 3.665, 1.457], [-0.989, 2.457, 2.367], [-0.340, 2.666, 3.742], [1.149, 2.372, 3.427], [1.091, 2.130, 1.918], [-0.166, 1.414, 1.807], [0.833, 3.474, 1.192], [1.327, 3.516, -0.287], [1.990, 4.501, -0.616], [1.050, 2.503, -1.005], [-0.894, 4.603, 1.982], [-2.026, 2.131, 2.378], [-0.737, 1.961, 4.473], [-0.506, 3.679, 4.110], [1.489, 1.472, 3.940], [1.815, 3.196, 3.685], [1.887, 1.518, 1.505], [1.387, 4.267, 1.692], [6.670, -2.118, -1.824], [5.043, -1.635, -1.338], [4.748, -0.278, -1.153], [3.493, 0.110, -0.768], [2.437, -0.835, -0.524], [1.302, -0.446, -0.127], [2.768, -2.209, -0.763], [1.827, -3.325, -0.625], [0.666, -3.309, -0.290], [4.064, -2.574, -1.158], [5.516, 0.466, -1.331], [3.244, 1.161, -0.681], [2.304, -4.304, -0.880], [4.282, -3.624, -1.322], [-4.033, -2.076, 0.507], [-3.821, -2.623, -0.701], [-4.593, -3.720, -1.087], [-4.380, -4.320, -2.316], [-3.399, -3.842, -3.181], [-2.647, -2.742, -2.799], [-2.848, -2.119, -1.575], [-2.017, -0.928, -1.194], [-2.098, -0.531, 0.016], [-1.302, -0.385, -2.063], [-3.334, -1.361, 0.585], [-5.347, -4.086, -0.402], [-4.980, -5.178, -2.600], [-3.224, -4.324, -4.134], [-1.877, -2.330, -3.438]],
  "atomic_forces_ev_per_a": [[0.158, -0.919, -0.529], [-0.024, 0.085, -0.014], [-0.019, -0.041, 0.048], [-0.642, 0.971, 0.257], [0.123, -0.046, -0.059], [-0.067, 0.081, -0.042], [0.014, 0.019, 0.058], [0.017, 0.045, 0.054], [0.000, 0.126, -0.009], [0.214, 0.445, 0.400], [-0.142, 0.009, -0.031], [0.033, -0.105, 0.102], [0.042, 0.094, -0.011], [0.699, 0.860, 0.058], [0.063, -0.007, 0.043], [-0.004, -0.053, -0.022], [-0.003, 0.003, -0.001], [-0.007, -0.016, 0.008], [0.012, -0.001, -0.001], [0.007, -0.014, 0.003], [-0.019, -0.046, -0.048], [-0.042, 0.018, 0.030], [-0.086, 0.025, 0.025], [0.011, -0.023, -0.007], [0.008, 0.050, 0.007], [0.118, -0.016, -0.100], [-0.172, 0.083, 0.078], [0.492, -0.443, 0.063], [0.009, -0.297, 0.013], [0.087, 0.191, -0.001], [-0.056, -0.003, 0.017], [0.064, 0.006, -0.016], [0.002, -0.007, -0.005], [-0.035, 0.015, 0.041], [0.013, -0.023, -0.003], [0.005, 0.003, 0.001], [-0.100, -0.087, -0.053], [-0.028, 0.028, 0.162], [-0.007, -0.032, -0.071], [0.008, 0.002, 0.018], [0.003, 0.038, 0.049], [-0.058, -0.005, -0.037], [0.036, -0.063, -0.069], [-0.255, -0.277, -0.073], [-0.296, -0.318, -0.199], [-0.257, -0.355, -0.134], [0.087, 0.006, 0.013], [0.003, -0.008, 0.006], [-0.005, 0.000, 0.000], [-0.004, -0.002, -0.009], [0.003, 0.000, -0.012]]
}



no.,electronic energy (eV)
1,-4745.8097
2,-74534.5528